one | This record from the OMol25 dataset describes a single C6H14N2 molecule. The level of theory is ωB97M-V/def2-TZVPD.

Output
**LUMO level**: 1.11 eV
**SMILES**: C=CCCNCCN
**Molar mass**: 114.2 g mol⁻¹

Geometry (Å):
C -1.750 2.182 -1.478
C -1.034 1.521 -2.332
C 0.351 1.164 -2.014
C 0.419 -0.139 -1.147
N 0.013 0.071 0.258
C -0.003 -1.266 0.845
C 0.007 -1.274 2.304
N 1.461 -1.377 2.708
H -2.791 2.433 -1.521
H -1.426 2.171 -0.446
H -1.326 1.366 -3.358
H 1.053 0.940 -2.940
H 0.948 1.957 -1.372
H -0.182 -0.895 -1.584
H 1.514 -0.458 -1.121
H 0.578 0.705 0.820
H -1.035 -1.761 0.354
H 0.811 -1.839 0.371
H -0.711 -2.051 2.685
H -0.453 -0.389 2.839
H 1.958 -2.209 2.601
H 1.598 -0.852 3.527

=====

two | This record from the OMol25 dataset describes a single C6H14N2 molecule. The level of theory is ωB97M-V/def2-TZVPD.

Output
**LUMO level (alpha / beta)**: 0.03 / 0.82 eV
**Molar mass**: 114.2 g mol⁻¹

Geometry (Å):
C -0.246 -0.931 0.240
C -0.308 -1.757 -0.997
C -1.177 -1.299 1.345
C -0.614 2.089 -1.173
N -0.501 1.198 -0.033
C 0.766 0.117 0.344
N 1.714 0.143 -0.743
C 1.361 0.215 1.631
H -0.844 1.575 0.845
H 2.513 0.710 -0.495
H 1.325 0.500 -1.606
H 0.677 -2.194 -1.183
H -0.531 -1.134 -1.870
H -1.061 -2.542 -0.934
H -0.981 -2.329 1.668
H -1.112 -0.642 2.207
H -2.205 -1.285 0.972
H 0.266 2.738 -1.289
H -0.721 1.509 -2.097
H -1.498 2.731 -1.103
H 0.830 -0.056 2.527
H 2.346 0.647 1.744

=====

one comes first in stability; the runner-up is 1.842 eV higher.

=====

one | This record from the OMol25 dataset describes 4 unconnected molecules or ions with the total composition C3H15NO3. The level of theory is ωB97M-V/def2-TZVPD.

Output
**LUMO level**: 0.26 eV
**SMILES**: CCNC.O.O.O
**Molar mass**: 113.2 g mol⁻¹

Geometry (Å):
C -0.654 2.355 0.836
C 0.155 1.031 0.900
N 0.543 0.517 -0.408
C 1.551 -0.560 -0.333
H -0.965 2.625 1.920
H -1.435 2.498 0.138
H 0.007 3.137 0.600
H -0.278 0.105 1.356
H 0.950 1.223 1.627
H 0.738 1.272 -1.118
H 1.125 -1.442 0.201
H 1.552 -0.827 -1.476
H 2.468 -0.259 0.124
O -1.644 -0.772 -1.281
H -0.665 -0.757 -0.956
H -1.874 -1.699 -0.904
O -1.327 1.697 -2.892
H -1.550 1.521 -3.833
H -1.350 0.833 -2.450
O 1.498 -3.667 3.384
H 1.035 -2.856 3.088
H 1.907 -4.007 2.428

=====

two | This record from the OMol25 dataset describes 5 unconnected molecules or ions with the total composition C3H15NO3. The level of theory is ωB97M-V/def2-TZVPD.

Output
**LUMO level**: -5.16 eV
**Molar mass**: 113.2 g mol⁻¹

Geometry (Å):
C 1.928 2.071 -0.397
N -0.954 -0.920 -0.651
C -1.189 -2.344 -0.618
C -2.110 -0.291 -1.314
H 0.800 2.128 -0.463
H 2.196 1.234 0.249
H 2.361 2.017 -1.364
H -1.222 -2.830 -1.619
H -0.338 -2.840 -0.032
H -2.096 -2.653 -0.084
H -1.871 0.777 -1.409
H -3.011 -0.371 -0.683
H -2.343 -0.747 -2.357
H 0.836 -0.991 0.234
H 1.663 -0.488 1.457
O 1.634 -1.229 0.741
H -0.831 0.406 0.396
H 2.298 2.917 0.106
O -0.824 1.258 0.944
H 1.631 0.808 3.150
H -0.016 1.216 1.515
O 1.459 0.876 2.197

=====

three | This record from the OMol25 dataset describes 4 unconnected molecules or ions with the total composition C3H15NO3. The level of theory is ωB97M-V/def2-TZVPD.

Output
**LUMO level**: 0.58 eV
**SMILES**: CN(C)C.O.O.O
**Molar mass**: 113.2 g mol⁻¹

Geometry (Å):
C -0.393 1.735 -1.311
N -0.082 0.398 -0.777
C 1.413 0.292 -0.471
C -0.455 -0.583 -1.779
H 0.041 2.568 -0.765
H 0.069 1.826 -2.310
H -1.462 1.833 -1.569
H 1.833 -0.382 -1.201
H 1.403 -0.021 0.576
H 1.794 1.302 -0.623
H -0.202 -1.569 -1.325
H -1.514 -0.625 -2.043
H 0.259 -0.594 -2.635
O -3.436 -0.580 0.912
H -3.765 -0.634 0.003
H -2.814 0.145 1.011
O -0.564 -0.704 1.939
H -1.162 -1.435 1.874
H -0.428 -0.339 1.048
O 3.269 -1.249 3.320
H 3.776 -0.584 2.849
H 2.419 -0.798 3.278

=====

three comes first in stability; the runner-up is 0.549 eV higher.

=====

one | This record from the OMol25 dataset describes 2 unconnected molecules or ions with the total composition C2H5NO3. The level of theory is ωB97M-V/def2-TZVPD.

Output
**LUMO level**: 0.34 eV
**SMILES**: O=CNC=O.O
**Molar mass**: 91.1 g mol⁻¹

Geometry (Å):
O -0.679 -1.456 -1.474
C -0.031 -1.206 -0.502
N 0.771 -0.103 -0.345
C 1.143 0.837 -1.365
O 1.871 0.571 -2.257
H -0.090 -1.788 0.432
H 1.431 -0.062 0.409
H 0.702 1.832 -1.277
O -1.880 0.330 2.415
H -1.658 1.259 2.268
H -1.582 -0.212 1.695

=====

two | This record from the OMol25 dataset describes a single C2H5NO3 molecule. The level of theory is ωB97M-V/def2-TZVPD.

Output
**LUMO level**: 0.60 eV
**SMILES**: NOCC(=O)O
**Molar mass**: 91.1 g mol⁻¹

Geometry (Å):
N 2.023 -0.216 -0.049
O 0.717 0.294 -0.355
C -0.279 -0.660 0.184
C -1.711 -0.105 -0.066
O -2.548 -0.842 -0.239
O -1.833 1.197 -0.049
H 2.549 -0.142 -0.808
H 2.616 0.725 0.405
H -0.184 -1.499 -0.450
H -0.177 -0.485 1.443
H -1.174 1.732 -0.016

=====

three | This record from the OMol25 dataset describes a single C2H5NO3 molecule. The level of theory is ωB97M-V/def2-TZVPD.

Output
**LUMO level**: 0.94 eV
**SMILES**: CO/[N+]([O-])=C/O
**Molar mass**: 91.1 g mol⁻¹

Geometry (Å):
C 2.014 -0.207 -0.029
O 0.839 0.743 0.064
N -0.517 0.099 -0.078
O -0.518 -1.130 0.047
C -1.678 0.784 -0.017
O -2.785 0.002 0.010
H 2.799 0.228 0.516
H 1.621 -1.109 0.328
H 2.430 -0.305 -0.937
H -1.849 1.790 -0.151
H -2.356 -0.895 0.247

=====

four | This record from the OMol25 dataset describes 2 unconnected molecules or ions with the total composition C2H5NO3. The level of theory is ωB97M-V/def2-TZVPD.

Output
**LUMO level**: 0.36 eV
**SMILES**: C=NO.O=CO
**Molar mass**: 91.1 g mol⁻¹

Geometry (Å):
C -1.737 0.630 -0.132
N -2.331 -0.499 -0.162
O -3.677 -0.379 0.184
H -2.341 1.489 0.147
H -0.656 0.683 -0.194
H -4.087 -1.235 -0.056
O 4.460 -0.666 -0.023
C 3.289 -0.416 0.038
O 2.770 0.832 0.051
H 2.502 -1.185 0.076
H 1.808 0.746 0.072

=====

one comes first in stability; the runner-up is 1.602 eV higher.

=====

one | This record from the OMol25 dataset describes a single C17H21N5O3 molecule. The level of theory is ωB97M-V/def2-TZVPD.

Output
**LUMO level**: 0.69 eV
**SMILES**: Cc1cccc(OCCNc2nc3c(c(=O)n(C)c(=O)n3C)n2C)c1
**Molar mass**: 343.4 g mol⁻¹

Geometry (Å):
C -0.895 0.245 -2.438
C -0.506 1.433 -1.610
C 0.473 2.307 -2.065
C 0.808 3.425 -1.323
C 0.196 3.666 -0.107
C -0.773 2.786 0.373
O -1.340 3.124 1.577
C -1.789 2.106 2.447
C -0.645 1.604 3.351
N 0.542 1.234 2.609
C 0.462 0.206 1.724
N -0.511 -0.698 1.710
C -0.175 -1.540 0.708
C 1.010 -1.156 0.105
C 1.569 -1.844 -1.005
O 2.591 -1.564 -1.612
N 0.774 -2.941 -1.370
C 1.218 -3.744 -2.497
C -0.410 -3.359 -0.786
O -1.010 -4.327 -1.204
N -0.878 -2.623 0.284
C -2.109 -2.999 0.941
N 1.414 -0.018 0.787
C 2.599 0.748 0.520
C -1.130 1.683 -0.396
H -1.487 -0.462 -1.862
H -1.484 0.567 -3.296
H -0.008 -0.261 -2.815
H 0.967 2.112 -3.005
H 1.559 4.110 -1.686
H 0.448 4.532 0.486
H -2.568 2.560 3.064
H -2.212 1.258 1.905
H -0.993 0.722 3.892
H -0.356 2.382 4.058
H 1.098 2.015 2.288
H 2.154 -3.318 -2.852
H 1.364 -4.776 -2.180
H 0.466 -3.725 -3.285
H -2.867 -2.230 0.784
H -2.442 -3.941 0.509
H -1.932 -3.107 2.010
H 3.122 0.266 -0.304
H 3.247 0.770 1.399
H 2.339 1.769 0.230
H -1.899 1.003 -0.062

=====

two | This record from the OMol25 dataset describes a single C17H21N5O3 molecule. The level of theory is ωB97M-V/def2-TZVPD.

Output
**LUMO level**: 0.56 eV
**SMILES**: COc1ccc(-c2[nH]ncc2CN(C)Cc2nonc2C)c(OC)c1
**Molar mass**: 343.4 g mol⁻¹

Geometry (Å):
C -3.653 -4.252 -0.484
O -4.064 -3.016 0.049
C -3.274 -1.926 -0.159
C -2.083 -1.921 -0.870
C -1.377 -0.738 -0.998
C -1.818 0.453 -0.440
C -1.026 1.665 -0.576
N -1.575 2.902 -0.643
N -0.674 3.867 -0.759
C 0.496 3.258 -0.762
C 0.351 1.867 -0.653
C 1.472 0.880 -0.591
N 1.207 -0.173 0.377
C 1.138 0.321 1.735
C 2.093 -1.314 0.240
C 3.538 -0.982 0.428
N 4.072 -0.703 1.586
O 5.356 -0.383 1.364
N 5.653 -0.456 0.059
C 4.566 -0.816 -0.564
C 4.488 -1.007 -2.029
C -3.041 0.444 0.264
O -3.463 1.634 0.787
C -4.609 1.647 1.604
C -3.746 -0.738 0.400
H -2.689 -4.566 -0.073
H -4.420 -4.968 -0.193
H -3.589 -4.216 -1.577
H -1.696 -2.818 -1.325
H -0.458 -0.737 -1.558
H -2.556 3.120 -0.573
H 1.404 3.823 -0.844
H 1.601 0.407 -1.572
H 2.401 1.435 -0.365
H 0.761 -0.474 2.377
H 2.112 0.651 2.122
H 0.442 1.156 1.768
H 1.951 -1.744 -0.756
H 1.795 -2.052 0.989
H 4.075 -1.988 -2.259
H 5.482 -0.921 -2.457
H 3.843 -0.249 -2.471
H -4.706 2.674 1.955
H -5.507 1.372 1.041
H -4.498 0.979 2.463
H -4.678 -0.786 0.937

=====

one comes first in stability; the runner-up is 5.321 eV higher.

=====

one | This record from the OMol25 dataset describes a single C5H8N2O2 molecule. The level of theory is ωB97M-V/def2-TZVPD.

Output
**LUMO level**: -0.04 eV
**SMILES**: [H]/N=C\C(=O)/C(O)=C(/C)N
**Molar mass**: 128.1 g mol⁻¹

Geometry (Å):
H -2.444 -0.932 -1.031
N -3.185 -0.289 -0.708
C -2.725 0.459 0.244
C -1.320 0.421 0.793
O -1.112 1.081 1.805
C -0.251 -0.324 0.033
O -0.673 -1.324 -0.831
C 1.047 0.052 0.168
C 2.153 -0.578 -0.652
N 1.499 1.033 1.037
H -3.375 1.213 0.717
H 0.101 -1.804 -1.170
H 2.186 -0.123 -1.647
H 2.035 -1.661 -0.754
H 3.130 -0.422 -0.180
H 2.185 1.669 0.639
H 0.750 1.529 1.536

=====

two | This record from the OMol25 dataset describes 2 unconnected molecules or ions with the total composition C5H8N2O2. The level of theory is ωB97M-V/def2-TZVPD.

Output
**LUMO level**: 0.62 eV
**SMILES**: c1c[nH]cn1.COC=O
**Molar mass**: 128.1 g mol⁻¹

Geometry (Å):
C -1.728 1.131 2.192
C -0.560 0.437 1.959
N -0.077 0.942 0.778
C -0.948 1.899 0.349
N -1.963 2.039 1.187
H -2.412 1.022 3.033
H -0.044 -0.348 2.511
H 0.782 0.652 0.304
H -0.795 2.460 -0.573
C -0.010 -1.555 -1.470
O 1.292 -1.800 -2.013
C 2.251 -0.991 -1.531
O 2.092 -0.118 -0.712
H -0.700 -2.276 -1.941
H -0.363 -0.534 -1.691
H -0.035 -1.707 -0.377
H 3.217 -1.253 -2.005

=====

two comes first in stability; the runner-up is 1.078 eV higher.